Entry 1:
{
  "formula": "C3H8N2O",
  "method": "ωB97M-V with the def2-TZVPD basis set",
  "total_energy_ev": -8265.93847,
  "relative_energy_kcal_mol": 78.1,
  "total_charge": 0,
  "multiplicity": 1,
  "symbols": ["C", "C", "C", "H", "H", "H", "H", "H", "H", "H", "H", "N", "N", "O"],
  "xyz": [[-0.09, -0.79, -1.08], [0.37, 0.32, -0.16], [-0.70, 1.18, 0.57], [0.25, -0.77, -2.19], [0.23, -1.80, -0.72], [-1.17, -0.83, -1.33], [-1.49, 1.69, -0.04], [-0.22, 1.97, 1.12], [-0.59, -0.07, 2.22], [-1.67, -0.55, 1.07], [2.26, -0.88, -0.99], [-1.36, 0.25, 1.66], [1.59, 0.56, 0.13], [2.61, -0.27, -0.27]]
}



Entry 2:
{
  "formula": "C25H54BBrN2O4P",
  "method": "ωB97M-V with the def2-TZVPD basis set",
  "total_energy_ev": -117974.52635,
  "total_charge": 1,
  "multiplicity": 1,
  "symbols": ["C", "C", "C", "C", "C", "C", "C", "C", "C", "B", "O", "C", "C", "C", "P", "O", "Br", "N", "C", "N", "C", "C", "C", "C", "C", "C", "C", "O", "C", "C", "C", "C", "O", "C", "H", "H", "H", "H", "H", "H", "H", "H", "H", "H", "H", "H", "H", "H", "H", "H", "H", "H", "H", "H", "H", "H", "H", "H", "H", "H", "H", "H", "H", "H", "H", "H", "H", "H", "H", "H", "H", "H", "H", "H", "H", "H", "H", "H", "H", "H", "H", "H", "H", "H", "H", "H", "H", "H"],
  "xyz": [[6.89, -0.37, 0.71], [5.72, 0.05, -0.20], [5.62, 1.56, -0.37], [5.19, 2.33, 0.88], [4.03, 1.73, 1.66], [2.75, 1.57, 0.83], [1.58, 1.17, 1.73], [0.21, 1.07, 1.06], [-0.07, -0.13, 0.14], [0.58, 0.08, -1.32], [1.08, -1.05, -1.91], [0.69, 1.42, -2.14], [2.15, 1.82, -2.48], [0.43, -1.49, 0.64], [2.28, -1.80, 0.85], [2.31, -3.26, 0.14], [2.25, -2.43, 3.04], [-0.44, -1.78, 1.83], [-1.81, -1.19, 1.52], [-2.32, -0.37, 2.62], [-3.73, -0.67, 2.96], [-4.38, 0.55, 3.63], [-5.36, 1.29, 2.72], [-1.62, -0.48, 0.14], [-2.08, -1.42, -1.02], [-2.03, -2.96, -0.80], [-1.27, -3.73, -1.88], [0.12, -3.74, -1.57], [0.92, -4.04, -2.70], [-2.55, 0.75, 0.12], [-2.56, 1.52, -1.23], [-3.94, 1.62, -1.88], [-4.21, 2.98, -2.16], [-5.45, 3.18, -2.80], [7.17, -1.41, 0.50], [7.75, 0.28, 0.61], [6.57, -0.36, 1.76], [4.81, -0.37, 0.22], [5.86, -0.42, -1.18], [4.94, 1.80, -1.19], [6.61, 1.92, -0.66], [6.04, 2.40, 1.56], [4.95, 3.36, 0.59], [4.32, 0.74, 2.03], [3.79, 2.35, 2.52], [2.52, 2.49, 0.30], [2.93, 0.76, 0.12], [1.81, 0.26, 2.30], [1.49, 1.95, 2.49], [0.02, 2.01, 0.53], [-0.51, 1.05, 1.87], [1.44, -0.86, -2.78], [0.13, 2.25, -1.71], [0.20, 1.21, -3.10], [2.89, 1.20, -1.97], [2.34, 2.87, -2.27], [2.34, 1.69, -3.55], [0.19, -2.23, -0.11], [1.52, -3.45, -0.39], [-0.54, -2.79, 1.90], [-0.04, -1.51, 2.73], [-2.45, -2.07, 1.48], [-1.74, -0.50, 3.44], [-4.24, -0.91, 2.03], [-3.77, -1.54, 3.62], [-3.58, 1.24, 3.89], [-4.89, 0.26, 4.55], [-6.14, 1.80, 3.28], [-5.87, 0.61, 2.03], [-4.86, 2.05, 2.11], [-1.57, -1.18, -1.95], [-3.13, -1.19, -1.20], [-3.04, -3.35, -0.82], [-1.55, -3.26, 0.13], [-1.44, -3.28, -2.87], [-1.62, -4.76, -1.94], [0.95, -3.20, -3.40], [0.57, -4.94, -3.20], [1.94, -4.23, -2.36], [-3.56, 0.42, 0.32], [-2.30, 1.45, 0.90], [-2.26, 2.55, -1.04], [-1.86, 1.10, -1.94], [-4.73, 1.23, -1.22], [-3.99, 1.04, -2.81], [-5.31, 3.26, -3.89], [-5.91, 4.09, -2.42], [-6.14, 2.35, -2.62]]
}



Entry 3:
{
  "formula": "C66H120N21O17P5",
  "method": "ωB97M-V with the def2-TZVPD basis set",
  "total_energy_ev": -182918.00725,
  "relative_energy_kcal_mol": 105.4,
  "total_charge": 0,
  "multiplicity": 1,
  "symbols": ["C", "C", "C", "C", "C", "C", "N", "O", "O", "H", "H", "H", "H", "H", "C", "C", "C", "C", "C", "C", "N", "O", "O", "H", "H", "H", "H", "H", "C", "C", "C", "C", "C", "C", "N", "O", "O", "H", "H", "H", "H", "H", "C", "C", "C", "C", "C", "C", "N", "O", "O", "H", "H", "H", "H", "H", "C", "C", "C", "C", "C", "C", "N", "O", "O", "H", "H", "H", "H", "H", "C", "C", "C", "C", "C", "C", "N", "O", "O", "H", "H", "H", "H", "H", "O", "P", "N", "C", "C", "N", "C", "C", "N", "C", "C", "H", "H", "H", "H", "H", "H", "H", "H", "H", "H", "H", "H", "H", "H", "H", "H", "H", "H", "O", "P", "N", "C", "C", "N", "C", "C", "N", "C", "C", "H", "H", "H", "H", "H", "H", "H", "H", "H", "H", "H", "H", "H", "H", "H", "H", "H", "H", "O", "P", "N", "C", "C", "N", "C", "C", "N", "C", "C", "H", "H", "H", "H", "H", "H", "H", "H", "H", "H", "H", "H", "H", "H", "H", "H", "H", "H", "O", "P", "N", "C", "C", "N", "C", "C", "N", "C", "C", "H", "H", "H", "H", "H", "H", "H", "H", "H", "H", "H", "H", "H", "H", "H", "H", "H", "H", "O", "P", "N", "C", "C", "N", "C", "C", "N", "C", "C", "H", "H", "H", "H", "H", "H", "H", "H", "H", "H", "H", "H", "H", "H", "H", "H", "H", "H"],
  "xyz": [[3.17, -1.18, -3.40], [1.81, -0.85, -3.56], [0.83, -1.81, -3.37], [1.19, -3.13, -3.34], [2.58, -3.47, -3.21], [3.53, -2.52, -3.08], [0.14, -4.17, -3.14], [0.38, -5.24, -2.75], [-1.05, -3.92, -3.29], [3.94, -0.42, -3.48], [1.70, 0.20, -3.79], [-0.22, -1.59, -3.23], [2.85, -4.51, -3.12], [4.54, -2.77, -2.78], [2.11, -5.79, 1.29], [2.66, -5.92, 0.01], [3.90, -5.36, -0.29], [4.65, -4.68, 0.67], [4.11, -4.61, 1.97], [2.83, -5.13, 2.26], [5.97, -4.15, 0.42], [6.52, -3.54, 1.34], [6.50, -4.40, -0.68], [1.23, -6.39, 1.49], [2.19, -6.48, -0.79], [4.32, -5.65, -1.24], [4.61, -4.27, 2.87], [2.50, -5.21, 3.28], [0.83, 2.77, -2.43], [1.94, 3.05, -3.16], [1.93, 2.91, -4.55], [0.78, 2.50, -5.23], [-0.34, 2.18, -4.45], [-0.27, 2.27, -3.08], [0.83, 2.37, -6.66], [-0.18, 1.97, -7.14], [1.83, 2.85, -7.26], [0.88, 2.84, -1.35], [2.83, 3.29, -2.59], [2.85, 3.15, -5.06], [-1.29, 1.86, -4.86], [-1.12, 2.03, -2.47], [-6.44, -1.66, -0.84], [-5.25, -1.91, -1.66], [-4.59, -0.79, -2.18], [-5.15, 0.51, -1.95], [-6.28, 0.74, -1.14], [-6.95, -0.36, -0.68], [-4.55, 1.71, -2.48], [-3.58, 1.55, -3.23], [-5.08, 2.85, -2.38], [-6.98, -2.51, -0.47], [-5.00, -2.92, -1.93], [-3.78, -0.91, -2.89], [-6.62, 1.73, -0.88], [-7.92, -0.11, -0.26], [-1.20, -1.39, -0.47], [-0.44, -2.50, -0.22], [0.93, -2.31, 0.08], [1.46, -0.98, 0.06], [0.60, 0.07, 0.00], [-0.74, -0.12, -0.30], [2.94, -0.79, 0.16], [3.30, 0.34, -0.07], [3.71, -1.74, 0.45], [-2.26, -1.60, -0.49], [-0.93, -3.46, -0.17], [1.64, -3.11, 0.22], [0.91, 1.07, 0.27], [-1.39, 0.75, -0.26], [-2.54, -6.00, 0.42], [-2.54, -7.18, 1.16], [-3.05, -8.33, 0.59], [-3.47, -8.30, -0.82], [-3.30, -7.18, -1.54], [-2.89, -5.97, -0.93], [-4.02, -9.51, -1.48], [-4.32, -10.43, -0.76], [-4.17, -9.58, -2.66], [-2.23, -5.11, 0.94], [-2.23, -7.18, 2.19], [-2.90, -9.19, 1.22], [-3.45, -7.23, -2.60], [-2.96, -5.05, -1.49], [-1.77, 3.33, 0.03], [-1.75, 4.01, 1.33], [-1.64, 2.90, 2.70], [-2.50, 1.78, 2.86], [-0.98, 3.25, 3.96], [-3.16, 4.91, 1.61], [-3.45, 5.60, 2.88], [-4.26, 4.95, 0.61], [-0.45, 5.14, 1.44], [-0.47, 6.46, 2.11], [0.92, 4.72, 1.00], [-3.43, 2.03, 3.37], [-2.00, 0.99, 3.41], [-2.75, 1.21, 1.96], [-0.05, 3.80, 3.79], [-0.94, 2.41, 4.66], [-1.68, 3.94, 4.42], [-4.28, 5.10, 3.37], [-2.52, 5.62, 3.45], [-3.80, 6.60, 2.62], [-5.24, 4.82, 1.07], [-4.21, 5.89, 0.07], [-4.22, 4.17, -0.14], [-1.34, 7.10, 1.95], [-0.32, 6.45, 3.19], [0.25, 7.14, 1.67], [1.70, 5.24, 1.55], [1.13, 4.89, -0.06], [1.09, 3.66, 1.17], [-7.69, -3.00, 2.23], [-6.99, -4.13, 2.99], [-7.59, -4.48, 4.50], [-8.92, -5.02, 4.52], [-7.39, -3.59, 5.62], [-5.31, -3.95, 3.12], [-4.54, -4.60, 4.19], [-4.46, -3.26, 2.12], [-7.02, -5.64, 2.20], [-6.46, -6.88, 2.76], [-7.68, -5.76, 0.90], [-8.91, -5.91, 3.89], [-9.78, -4.41, 4.26], [-9.19, -5.40, 5.51], [-7.53, -4.04, 6.60], [-7.91, -2.63, 5.61], [-6.33, -3.36, 5.49], [-5.20, -5.02, 4.95], [-4.03, -5.44, 3.71], [-3.80, -3.92, 4.59], [-4.12, -4.01, 1.41], [-5.03, -2.51, 1.56], [-3.65, -2.68, 2.55], [-7.15, -7.70, 2.54], [-5.51, -7.14, 2.30], [-6.35, -6.79, 3.85], [-7.10, -6.47, 0.31], [-7.64, -4.88, 0.25], [-8.67, -6.21, 1.01], [10.08, 1.02, -2.71], [8.78, 0.90, -1.97], [7.38, 1.14, -2.94], [7.30, 0.47, -4.21], [6.11, 1.53, -2.35], [8.65, 1.98, -0.69], [8.37, 3.43, -0.89], [9.43, 1.62, 0.49], [8.54, -0.63, -1.26], [7.30, -0.82, -0.48], [9.60, -1.60, -0.86], [6.75, 0.97, -5.01], [6.86, -0.53, -4.15], [8.28, 0.34, -4.66], [5.70, 2.42, -2.84], [6.21, 1.70, -1.28], [5.42, 0.69, -2.46], [7.88, 3.60, -1.85], [7.78, 3.86, -0.09], [9.28, 4.03, -0.92], [9.51, 0.55, 0.68], [10.48, 1.79, 0.25], [9.25, 2.25, 1.36], [6.53, -0.19, -0.93], [6.99, -1.86, -0.54], [7.42, -0.46, 0.55], [10.20, -1.58, -1.77], [9.13, -2.56, -0.63], [10.29, -1.34, -0.06], [1.13, 1.17, 3.41], [1.71, 0.06, 4.25], [2.06, 0.63, 5.80], [1.84, 2.02, 6.10], [2.30, -0.15, 7.01], [3.18, -0.61, 3.72], [4.24, 0.31, 3.34], [3.63, -1.85, 4.33], [0.67, -1.41, 4.43], [-0.52, -1.19, 5.30], [0.47, -2.16, 3.14], [0.80, 2.05, 6.41], [1.98, 2.51, 5.14], [2.43, 2.47, 6.90], [1.94, -1.17, 7.11], [1.79, 0.30, 7.86], [3.38, -0.19, 7.17], [4.74, 0.81, 4.16], [5.00, -0.29, 2.83], [3.84, 1.11, 2.71], [3.92, -1.61, 5.35], [2.93, -2.68, 4.30], [4.54, -2.27, 3.91], [-0.93, -2.18, 5.48], [-0.15, -0.81, 6.25], [-1.26, -0.56, 4.81], [1.37, -2.22, 2.52], [-0.29, -1.59, 2.61], [0.24, -3.22, 3.30], [-1.73, 8.86, -4.85], [-1.16, 7.52, -4.68], [-1.57, 6.49, -5.91], [-2.63, 5.46, -5.85], [-1.21, 6.82, -7.30], [-1.66, 6.71, -3.16], [-2.84, 7.29, -2.48], [-0.99, 5.55, -2.55], [0.57, 7.47, -4.64], [1.29, 8.48, -3.78], [1.35, 6.45, -5.26], [-3.53, 6.00, -6.14], [-2.69, 5.01, -4.86], [-2.53, 4.62, -6.54], [-2.10, 7.04, -7.90], [-0.88, 5.89, -7.77], [-0.38, 7.51, -7.44], [-3.64, 6.57, -2.64], [-2.77, 7.35, -1.39], [-3.17, 8.25, -2.87], [-1.60, 4.93, -1.89], [-0.79, 4.86, -3.37], [-0.07, 5.73, -1.99], [2.03, 9.00, -4.40], [0.62, 9.23, -3.37], [1.83, 7.98, -2.97], [0.99, 5.47, -4.93], [2.40, 6.63, -5.04], [1.19, 6.55, -6.34]]
}



Entry 4:
{
  "formula": "C5H7N2O4",
  "method": "ωB97M-V with the def2-TZVPD basis set",
  "total_energy_ev": -16468.68524,
  "relative_energy_kcal_mol": 40.6,
  "total_charge": -1,
  "multiplicity": 1,
  "symbols": ["C", "C", "C", "C", "C", "N", "N", "O", "O", "O", "O", "H", "H", "H", "H", "H", "H", "H"],
  "xyz": [[-1.54, 0.75, -0.90], [0.88, 0.56, -1.66], [-0.41, -1.07, 1.26], [0.42, 0.10, 1.92], [0.58, 0.12, -0.40], [0.20, -1.27, -0.01], [0.84, 0.94, 0.79], [-1.92, -0.03, -1.71], [1.19, 1.68, -2.14], [-1.69, 1.61, -0.13], [0.81, -0.51, -2.61], [-0.54, -2.09, 1.79], [-1.39, -0.55, 0.94], [-0.10, 0.70, 2.60], [1.41, -0.28, 2.30], [1.13, -1.80, 0.03], [0.27, 1.83, 0.86], [-0.14, -0.71, -2.93]]
}



Entry 5:
{
  "formula": "C6H7NO",
  "method": "ωB97M-V with the def2-TZVPD basis set",
  "total_energy_ev": -9871.55423,
  "relative_energy_kcal_mol": 25.4,
  "total_charge": 0,
  "multiplicity": 1,
  "symbols": ["C", "C", "C", "C", "C", "C", "H", "H", "H", "H", "H", "H", "H", "N", "O"],
  "xyz": [[2.07, -0.05, 0.46], [1.07, 0.60, -0.47], [-0.32, 0.10, -0.32], [-0.93, -1.15, -0.27], [-2.35, -0.88, 0.11], [-1.38, 1.10, -0.03], [3.01, 0.44, 0.45], [2.28, -1.07, 0.15], [1.85, -0.15, 1.52], [1.36, 0.49, -1.53], [1.01, 1.67, -0.23], [-0.64, -2.17, -0.33], [-3.14, -1.63, 0.17], [-2.66, 0.39, 0.24], [-1.25, 2.30, 0.05]]
}



Entry 6:
{
  "formula": "H18O9",
  "method": "ωB97M-V with the def2-TZVPD basis set",
  "total_energy_ev": -18719.01077,
  "relative_energy_kcal_mol": 72.1,
  "total_charge": 0,
  "multiplicity": 1,
  "symbols": ["H", "H", "H", "H", "H", "H", "H", "H", "H", "H", "H", "H", "H", "H", "H", "H", "H", "H", "O", "O", "O", "O", "O", "O", "O", "O", "O"],
  "xyz": [[0.03, -0.17, 0.17], [0.19, 0.34, -1.26], [0.90, -0.93, 4.49], [1.76, 0.32, 4.54], [3.51, 0.69, -0.29], [4.95, 0.36, -0.66], [-1.12, -2.30, -4.22], [-1.21, -1.92, -2.75], [-1.24, 2.67, -2.68], [-1.72, 1.45, -1.92], [-3.97, 1.31, 2.70], [-2.49, 1.04, 2.91], [1.83, -2.04, 1.11], [2.51, -3.20, 0.40], [-1.47, 1.23, 4.62], [-0.76, 0.66, 3.40], [-1.35, -0.21, -5.84], [-0.50, 1.05, -5.83], [0.69, 0.13, -0.46], [1.50, -0.40, 3.96], [4.34, 0.38, 0.09], [-1.75, -2.18, -3.50], [-1.06, 2.14, -1.89], [-3.37, 0.82, 3.26], [1.70, -2.96, 0.86], [-0.59, 1.07, 4.26], [-1.30, 0.67, -5.45]]
}